The following is a quantum chemistry calculation of the molecule C24H31N3O5S, from the Open Molecules 2025 dataset.

The geometry in ORCA input format:
```
! wB97M-V def2-TZVPD RIJCOSX def2/J DEFGRID3
* xyz 0 1
C -1.952 -5.415 0.242
O -2.763 -4.287 0.028
C -2.234 -3.226 -0.654
C -0.926 -3.144 -1.114
C -0.491 -2.008 -1.775
C -1.356 -0.947 -2.002
N -0.924 0.222 -2.644
S -1.272 1.669 -1.853
O -0.316 2.630 -2.317
O -2.658 1.964 -2.053
C -0.874 1.181 -0.167
C 0.436 0.755 -0.087
C 0.881 0.013 0.997
N 2.197 -0.460 1.070
C 2.982 -0.799 0.003
O 2.597 -0.750 -1.145
C 4.383 -1.224 0.385
C 5.383 -0.057 0.272
C 5.389 0.599 -1.126
C 4.958 2.050 -0.906
C 5.458 2.359 0.501
C 5.101 1.086 1.265
C -0.027 -0.277 2.014
C -1.322 0.187 1.955
C -1.788 0.941 0.863
N -3.082 1.403 0.788
C -4.120 0.791 1.590
C -5.460 1.035 0.886
O -5.712 2.408 0.725
C -4.699 3.010 -0.052
C -3.326 2.821 0.592
C -2.671 -1.032 -1.551
C -3.101 -2.156 -0.882
H -1.612 -5.852 -0.703
H -1.082 -5.176 0.864
H -2.580 -6.135 0.765
H -0.228 -3.951 -0.957
H 0.536 -1.941 -2.104
H 0.043 0.187 -2.937
H 1.100 0.988 -0.902
H 2.526 -0.701 1.994
H 4.408 -1.624 1.401
H 4.693 -2.008 -0.308
H 6.373 -0.474 0.481
H 6.394 0.567 -1.547
H 4.719 0.084 -1.812
H 3.870 2.128 -0.935
H 5.368 2.722 -1.657
H 4.997 3.246 0.931
H 6.540 2.501 0.490
H 5.671 0.976 2.187
H 4.041 1.117 1.519
H 0.291 -0.863 2.866
H -1.991 -0.033 2.771
H -3.941 -0.283 1.657
H -4.163 1.225 2.602
H -6.284 0.637 1.481
H -5.439 0.539 -0.096
H -4.950 4.070 -0.114
H -4.672 2.575 -1.059
H -2.557 3.246 -0.049
H -3.313 3.331 1.570
H -3.335 -0.203 -1.728
H -4.116 -2.236 -0.526
*
```

Calculated values
ΔE to the lowest compared entry with this formula, charge and spin, kcal per mole: 50.6
SMILES string: COc1ccc(NS(=O)(=O)c2cc(NC(=O)CC3CCCC3)ccc2N2CCOCC2)cc1
HOMO, Eh: -0.2924

=====

The following is a quantum chemistry calculation of a structure of composition C24H31NO5, from the Open Molecules 2025 dataset.

The geometry in ORCA input format:
```
! wB97M-V def2-TZVPD RIJCOSX def2/J DEFGRID3
* xyz 0 1
C -3.421 -1.629 2.791
C -2.054 -1.402 2.655
H -1.684 -0.992 3.598
H -1.441 -2.358 2.437
O -1.696 -0.496 1.326
C -1.416 -0.986 0.277
O -1.501 -2.063 0.087
C -1.175 -0.134 -0.839
C -0.088 -0.729 -1.776
C 1.204 -0.743 -1.034
N 1.795 0.362 -0.444
C 0.867 0.895 0.384
C -0.665 1.335 -0.361
H -1.253 1.622 0.657
H -0.529 1.912 -1.095
H 1.297 2.103 0.818
H 0.695 0.548 1.264
C 3.141 0.545 -0.071
C 3.929 0.074 -1.150
C 3.985 0.888 -2.310
C 4.792 0.561 -3.536
C 5.988 -0.299 -3.181
C 5.988 -1.046 -1.984
C 5.192 -0.693 -0.928
H 5.085 -1.556 -0.186
O 6.924 -1.891 -2.017
C 7.179 -2.467 -0.985
H 7.390 -2.092 0.064
H 6.461 -3.164 -0.613
H 8.071 -3.162 -1.027
O 6.656 -0.645 -4.294
H 7.286 -1.257 -4.151
H 4.676 1.124 -4.343
H 3.103 1.652 -2.625
H 3.346 1.488 0.298
H 3.206 -0.424 0.884
H 1.892 -1.281 -1.826
H 1.266 -1.349 0.026
H -0.408 -1.654 -2.008
H 0.165 -0.053 -2.470
C -2.470 0.388 -1.460
C -3.481 0.445 -0.543
O -3.464 1.524 0.115
C -4.406 1.770 1.089
C -5.540 0.809 1.291
C -6.594 1.238 2.437
C -6.187 2.273 3.342
C -5.077 3.047 3.163
C -4.181 2.514 2.098
H -3.072 3.166 1.985
H -4.731 3.594 3.896
H -6.800 2.276 4.192
H -7.547 0.514 2.584
H -5.931 0.290 0.676
H -4.642 0.675 -1.287
H -3.830 -0.476 0.099
H -2.324 1.119 -2.253
H -2.528 -0.612 -2.211
H -3.763 -2.285 1.919
H -3.970 -0.538 3.045
H -3.709 -2.277 3.512
*
```

Calculated values
ΔE to the lowest compared entry with this formula, charge and spin, kcal per mole: 493.4
HOMO, Eh: -0.2752

=====

> What is the HOMO in the second record?

-0.2752 Eh

=====

> Look up the HOMO of the second one.

-0.2752 Eh